[1]
Entry from the Open Molecules 2025 dataset: C6H12N2O2 in the gas phase (ωB97M-V with the def2-TZVPD basis set).

Geometry (Å):
C: -2.213 0.594 0.801
C: -1.414 0.175 -0.403
C: -0.431 1.139 -0.951
C: 0.874 1.393 -0.116
C: 1.632 0.096 0.120
C: 1.069 -1.009 0.911
H: -3.283 0.615 0.602
H: -2.050 -0.121 1.578
H: -1.846 1.554 1.241
H: -0.994 2.084 -1.273
H: -0.099 0.709 -1.933
H: 1.658 1.995 -0.706
H: 0.748 1.932 0.853
H: 0.867 -1.960 0.270
H: 1.815 -1.410 1.644
H: 0.121 -0.742 1.445
H: 4.250 -0.934 -0.808
H: -2.588 -2.425 -0.986
N: 2.726 -0.003 -0.508
N: -1.595 -0.892 -1.012
O: 3.393 -1.156 -0.353
O: -2.639 -1.633 -0.418

Summary:
Energy above the lowest of the compared OMol25 structures with the same formula, charge and spin in kcal/mol: 92.6
E_HOMO in eV: -9.28
HOMO-LUMO gap in eV: 10.18
Total energy in eV: -13488.4104
LUMO energy in eV: 0.90
F_max in Eh/bohr: 0.053

[2]
Entry from the Open Molecules 2025 dataset: a molecular structure, C57H73IN6O5STi (ωB97M-V with the def2-TZVPD basis set).

Geometry (Å):
Ti: -0.102 0.297 1.157
C: -3.127 -3.134 -4.120
C: -4.185 -2.376 -3.311
C: -5.027 -3.406 -2.544
C: -5.064 -1.600 -4.299
C: -3.574 -1.420 -2.296
C: -2.219 -1.360 -2.058
C: -1.718 -0.508 -1.067
N: -0.427 -0.357 -0.695
C: 0.671 -0.706 -1.399
C: 0.755 -0.968 -2.770
C: 1.960 -1.320 -3.331
C: 3.096 -1.282 -2.512
C: 3.100 -0.907 -1.179
C: 1.848 -0.677 -0.558
O: 1.613 -0.460 0.701
C: 4.461 -0.735 -0.511
C: 4.368 0.066 0.784
C: 5.060 -2.119 -0.221
C: 5.395 0.050 -1.448
C: 2.104 -1.651 -4.808
C: 2.802 -3.009 -4.970
C: 0.752 -1.739 -5.526
C: 2.939 -0.535 -5.451
C: -2.592 0.226 -0.188
O: -1.992 0.835 0.805
C: -3.982 0.180 -0.458
C: -4.410 -0.616 -1.511
C: -5.023 0.811 0.465
C: -4.549 2.160 1.015
C: -6.374 1.067 -0.216
C: -5.243 -0.199 1.603
H: -3.618 -3.776 -4.849
H: -2.516 -3.763 -3.478
H: -2.481 -2.445 -4.659
H: -5.460 -4.133 -3.227
H: -5.835 -2.926 -1.999
H: -4.401 -3.934 -1.827
H: -5.479 -2.274 -5.044
H: -4.473 -0.844 -4.809
H: -5.890 -1.104 -3.798
H: -1.530 -2.016 -2.560
H: -0.119 -0.836 -3.384
H: 4.042 -1.513 -2.970
H: 3.718 -0.419 1.497
H: 3.966 1.055 0.583
H: 5.355 0.173 1.232
H: 4.419 -2.685 0.450
H: 6.042 -2.019 0.239
H: 5.173 -2.690 -1.140
H: 4.864 0.901 -1.869
H: 5.768 -0.560 -2.266
H: 6.256 0.413 -0.890
H: 2.225 -3.787 -4.475
H: 3.799 -2.999 -4.538
H: 2.892 -3.264 -6.025
H: 0.124 -2.505 -5.074
H: 0.909 -2.008 -6.569
H: 0.228 -0.786 -5.508
H: 3.961 -0.565 -5.086
H: 2.524 0.434 -5.186
H: 2.951 -0.633 -6.534
H: -5.466 -0.665 -1.713
H: -4.521 2.894 0.212
H: -3.553 2.082 1.433
H: -5.237 2.515 1.781
H: -6.247 1.655 -1.122
H: -7.017 1.621 0.466
H: -6.887 0.141 -0.461
H: -4.290 -0.539 1.999
H: -5.779 -1.068 1.227
H: -5.819 0.242 2.415
N: -0.971 3.200 2.872
C: -0.748 2.636 4.191
C: -0.260 1.168 4.140
O: -0.008 0.595 5.188
O: -0.185 0.641 2.976
H: -1.516 4.052 2.939
H: -1.473 2.546 2.275
H: -1.642 2.631 4.835
H: 0.013 3.235 4.705
C: 3.414 6.750 -1.679
C: 2.412 5.708 -2.172
N: 3.036 4.544 -2.762
C: 3.805 4.743 -3.978
C: 5.306 4.663 -3.704
C: 2.756 3.267 -2.392
O: 3.005 2.310 -3.108
C: 2.265 3.081 -0.994
C: 3.086 3.577 0.036
C: 2.694 3.295 1.344
C: 1.588 2.521 1.572
N: 0.798 1.992 0.590
C: 1.161 2.316 -0.684
H: 2.877 7.583 -1.230
H: 4.015 7.134 -2.499
H: 4.077 6.325 -0.931
H: 1.764 6.173 -2.929
H: 1.783 5.381 -1.343
H: 3.543 5.714 -4.403
H: 3.530 3.956 -4.686
H: 5.623 5.438 -3.008
H: 5.858 4.782 -4.633
H: 5.550 3.693 -3.277
H: 3.986 4.124 -0.187
H: 3.266 3.674 2.177
H: 1.291 2.302 2.583
H: 0.520 1.955 -1.485
N: -1.054 -1.562 1.767
S: -0.984 -1.986 3.291
C: -2.000 -3.509 3.294
C: -3.387 -3.437 3.322
C: -4.143 -4.595 3.300
C: -3.519 -5.829 3.230
C: -2.136 -5.898 3.169
C: -1.373 -4.741 3.203
C: -2.171 -1.087 4.342
C: -2.811 0.069 3.940
C: -3.653 0.724 4.827
C: -3.873 0.201 6.090
C: -3.241 -0.970 6.478
C: -2.367 -1.602 5.613
H: -1.971 -1.726 1.354
H: -3.886 -2.484 3.380
H: -5.220 -4.527 3.354
H: -4.112 -6.731 3.215
H: -1.642 -6.855 3.103
H: -0.297 -4.799 3.160
H: -2.631 0.463 2.948
H: -4.141 1.642 4.531
H: -4.536 0.706 6.778
H: -3.430 -1.389 7.456
H: -1.842 -2.498 5.914
I: 2.018 -2.974 2.320
C: 2.947 -1.485 3.499
C: 4.141 -1.791 4.128
C: 4.718 -0.798 4.904
C: 4.085 0.435 4.994
C: 2.906 0.624 4.294
N: 2.344 -0.324 3.559
H: 4.601 -2.757 4.002
H: 5.643 -0.990 5.427
H: 4.501 1.235 5.587
H: 2.385 1.568 4.332

Summary:
Energy above the lowest of the compared OMol25 structures with the same formula, charge and spin in kcal/mol: 42.8
Multiplicity: 3
E_HOMO (alpha / beta) in eV: -5.79 / -6.90
HOMO-LUMO gap (alpha / beta) in eV: 5.89 / 5.71
Total energy in eV: -121526.6245
LUMO energy (alpha / beta) in eV: 0.10 / -1.20
F_max in Eh/bohr: 0.080

[3]
Entry from the Open Molecules 2025 dataset: 7 unconnected molecules or ions with the total composition C26H32BF4O10 (ωB97M-V with the def2-TZVPD basis set).

Geometry (Å):
B: 0.603 1.230 0.184
F: 0.383 0.567 1.442
F: 1.751 0.693 -0.388
F: -0.390 0.937 -0.603
F: 0.721 2.561 0.365
C: -1.380 4.828 0.031
O: -1.003 4.697 -1.363
H: -1.664 3.827 0.305
H: -1.968 5.448 0.285
H: -0.582 4.878 0.538
H: -0.970 3.805 -1.683
C: 1.080 0.151 4.803
O: -0.204 -0.145 4.282
H: 1.234 1.187 5.155
H: 1.744 0.256 3.999
H: 1.200 -0.730 5.504
H: -0.118 0.280 3.469
C: 0.322 -4.334 0.555
C: -0.595 -5.222 -0.052
C: -1.886 -4.662 -0.525
C: -2.244 -3.289 -0.370
C: -1.263 -2.431 0.311
C: -0.038 -2.957 0.617
O: 0.891 -2.199 1.341
O: -2.770 -5.551 -1.035
H: 1.374 -4.737 0.975
H: -0.073 -6.155 -0.266
H: -3.055 -2.938 -0.581
H: -1.472 -1.551 0.614
H: 0.562 -1.380 1.600
H: -3.588 -5.073 -1.468
C: 3.326 -1.505 -4.259
C: 3.345 -2.946 -4.612
C: 2.446 -3.793 -3.843
C: 1.484 -3.194 -2.884
C: 1.503 -1.868 -2.662
C: 2.329 -0.967 -3.373
O: 2.412 0.357 -3.021
O: 2.502 -5.171 -4.075
H: 3.968 -0.710 -4.765
H: 3.863 -3.455 -5.450
H: 0.899 -3.699 -2.277
H: 1.090 -1.309 -1.679
H: 2.047 0.431 -2.166
H: 3.317 -5.609 -4.401
C: 3.834 3.855 5.195
C: 2.793 4.151 4.321
C: 2.682 3.673 2.901
C: 3.587 2.669 2.565
C: 4.618 2.304 3.391
C: 4.757 2.858 4.757
O: 5.694 2.353 5.640
O: 1.678 4.130 2.198
H: 3.922 4.175 6.051
H: 2.225 4.846 4.629
H: 3.498 2.108 1.653
H: 5.335 1.357 3.108
H: 5.370 2.021 6.509
H: 1.484 3.558 1.384
C: -4.090 0.029 -1.757
C: -5.190 -0.816 -1.874
C: -6.369 -0.349 -2.540
C: -6.318 1.020 -2.958
C: -5.192 1.899 -2.842
C: -4.030 1.317 -2.240
O: -3.021 2.171 -1.841
O: -7.400 -1.126 -2.722
H: -3.274 -0.379 -1.105
H: -5.285 -1.565 -1.369
H: -7.075 1.461 -3.478
H: -5.113 2.831 -3.078
H: -2.295 1.668 -1.851
H: -7.956 -0.769 -3.221

Summary:
Net charge: -1
Energy above the lowest of the compared OMol25 structures with the same formula, charge and spin in kcal/mol: 91.2
E_HOMO in eV: -5.40
HOMO-LUMO gap in eV: 7.54
Total energy in eV: -59499.6049
LUMO energy in eV: 2.14
F_max in Eh/bohr: 0.263

[4]
Entry from the Open Molecules 2025 dataset: 4 unconnected molecules or ions with the total composition C3H16N2O3 (ωB97M-V with the def2-TZVPD basis set).

Geometry (Å):
N: 1.742 0.825 0.849
C: 0.378 1.140 0.336
C: -0.702 1.191 1.362
N: -1.716 0.106 1.216
C: -2.634 0.202 2.320
H: 2.264 1.592 1.193
H: 2.340 0.399 0.170
H: 0.455 2.052 -0.347
H: 0.273 0.364 -0.451
H: -0.159 1.208 2.355
H: -1.389 2.029 1.222
H: -1.245 -0.805 1.262
H: -2.602 -0.409 3.246
H: -2.748 1.222 2.778
H: -3.628 0.006 1.976
H: 3.450 -0.865 -2.361
H: 2.418 -1.438 -1.256
O: 3.118 -0.815 -1.457
H: 0.608 0.696 -2.842
H: -0.353 0.204 -3.813
O: 0.065 -0.108 -2.992
H: -0.307 -3.581 -1.224
H: -0.005 -2.232 -2.019
O: 0.377 -2.982 -1.523

Summary:
Energy above the lowest of the compared OMol25 structures with the same formula, charge and spin in kcal/mol: 38.9
E_HOMO in eV: -8.81
HOMO-LUMO gap in eV: 9.22
Total energy in eV: -12492.0427
LUMO energy in eV: 0.41
F_max in Eh/bohr: 0.076